Record 1
Formula: C28H84O28
Source: the Open Molecules 2025 dataset
Level of theory: ωB97M-V with the def2-TZVPD basis set

```
140
Properties=species:S:1:pos:R:3:forces:R:3:lowdin_spin:R:1
H -1.6808 -3.2945 -2.5099 0.1 -0.2 -0.1 0.00
C -4.0675 -4.0826 -3.1644 -0.4 -0.4 0.7 0.00
C 5.0677 0.4776 0.0485 -0.6 0.3 1.4 0.02
H 4.1246 -3.4046 4.3588 0.3 0.1 0.2 0.00
C -1.4968 4.3630 -3.4612 -1.5 -0.1 2.9 0.00
C -3.1947 3.8489 2.3380 -0.3 0.3 0.2 0.00
H -4.9400 -3.9810 -3.8097 -0.3 0.9 0.4 0.00
H 6.3277 -0.7879 -0.8210 0.4 -1.8 0.5 0.00
C -3.5396 -2.8083 -2.5184 0.7 0.0 -2.6 0.00
C -1.0317 1.1524 6.4384 -0.4 -0.5 1.3 0.00
H -2.2818 4.8443 -2.8780 -0.1 0.6 0.2 0.00
O -4.2483 4.7546 2.0008 0.6 0.2 -0.1 0.00
C -1.5049 0.1347 -4.0841 0.3 1.9 -0.6 0.00
C -0.7810 3.5209 -2.3274 0.0 1.8 -1.4 0.00
H -0.4333 -1.2909 3.7444 0.3 0.3 0.1 0.00
O -2.3186 -3.0396 -1.8392 -0.3 0.1 1.4 0.00
H -3.8037 -1.1739 3.3512 1.1 1.2 -0.4 0.00
H 5.0056 0.8704 -3.4437 -0.5 0.0 0.5 0.00
O 1.2268 -1.0051 4.7283 0.6 0.0 -0.2 0.00
C -1.5304 0.3176 0.6968 0.9 -2.4 0.0 0.00
H -2.3327 0.5968 -3.5462 -0.4 0.0 -0.4 0.00
H -6.3875 -3.3089 1.9027 0.3 -0.2 0.6 0.00
H -4.2966 -2.7611 0.6532 -0.8 0.4 -0.4 0.00
H 1.0562 4.9013 0.8986 0.6 0.8 0.8 0.00
H 1.8651 -3.9834 -1.0047 0.6 0.5 -0.2 0.00
O 1.9370 3.9702 2.6070 -1.3 2.0 -0.1 0.23
O 0.5602 0.1521 -0.7394 -0.9 0.9 1.9 0.00
O -3.0987 -4.7326 -4.0094 -0.3 0.4 0.6 0.00
H 4.9046 2.1958 -4.5495 -0.3 -0.2 -0.2 0.00
O 5.9318 2.6507 -2.8691 -1.1 -0.3 0.6 0.00
H -1.5591 -1.6150 5.5241 -0.1 0.1 -0.1 0.00
O 2.0719 -2.0942 -0.0330 -0.3 -0.9 0.0 0.00
O -0.6207 -3.5907 1.0664 0.2 -0.4 0.0 0.00
H 2.8017 -0.2107 3.6218 -0.1 0.5 -0.1 0.00
O -0.3611 0.0718 -6.2798 0.8 0.7 -0.1 0.00
H -2.7064 -4.1563 0.6128 0.4 -0.2 -0.2 0.00
H -3.2080 -2.1664 -3.3346 -0.7 0.5 -0.4 0.00
C -1.5151 0.4847 -5.6196 -0.9 -0.7 1.3 0.00
H -1.9733 4.2084 0.5602 -1.1 -0.7 -0.6 0.00
H 1.4477 -0.8959 2.7228 0.4 -0.4 -0.4 0.00
H 3.0822 3.8753 -0.3171 -0.6 0.7 -0.8 0.03
H -1.1130 -0.5928 1.1269 -0.9 -0.9 0.1 0.00
H 1.5029 -1.3956 -0.3643 0.2 1.1 0.2 0.00
O 3.6438 -3.0412 -5.5340 -0.2 -0.9 -1.7 0.00
H 2.8448 -1.4978 -2.7331 0.0 -0.3 0.4 0.00
H 5.3864 0.4900 1.0908 0.2 0.0 0.0 0.00
H -0.8384 2.9790 5.5666 -0.3 0.5 -0.1 0.00
C -0.4796 1.9783 5.3262 -1.0 2.0 1.6 0.00
H -1.0483 3.5491 1.7253 0.0 -0.1 1.2 0.00
H 0.1284 0.2381 -1.5925 -0.5 0.1 -0.6 0.00
C 3.3493 2.3972 -3.0194 3.1 -1.5 -0.2 0.00
H 4.6500 -0.9106 -1.3826 0.3 -0.2 -0.7 0.00
C 2.9077 -1.5424 -3.8203 0.9 -0.5 1.1 0.00
H -5.9790 -5.0623 1.7343 0.2 0.1 0.4 0.00
H -4.3214 -2.2683 -1.9843 0.3 -0.4 0.6 0.00
H 6.5483 2.9362 -3.5473 -0.1 0.0 0.0 0.00
C -1.8835 4.2450 1.6458 -0.3 -0.5 -1.6 0.00
O -4.4360 -2.1427 4.7767 -0.7 -0.2 1.6 0.00
H -0.8543 5.1958 -3.7472 0.3 -0.3 -0.7 0.00
H 0.5900 2.1777 5.3916 0.3 -1.0 -0.6 0.00
H -0.7714 4.1541 -1.4402 -0.2 0.3 0.1 0.00
H -1.2578 2.5973 -1.9991 0.1 -0.1 -0.7 0.00
H -0.4947 1.9116 -0.0984 0.4 0.2 -0.9 0.00
H -0.2858 -0.8849 -6.2563 0.0 -0.2 0.1 0.00
O -2.1942 3.6225 -4.4104 0.7 -1.3 -0.7 0.00
C -5.8336 -4.0579 1.3367 -1.7 0.0 -0.8 0.00
H 2.7159 2.7019 -3.8526 0.3 0.2 0.0 0.00
H 3.4485 5.3366 0.7673 0.0 0.0 0.2 0.02
H 0.9314 4.1651 -3.0152 0.0 0.1 -0.1 0.00
H -4.0265 -3.3586 2.1840 -0.4 -0.3 0.7 0.00
O -1.4345 5.5582 1.7757 0.8 0.9 1.2 0.00
H 1.1768 -0.6886 -4.0810 0.0 0.4 0.1 0.00
H -1.5725 -0.9254 -3.8397 0.9 0.0 0.0 0.00
C 0.6587 -4.0611 0.7279 1.8 1.0 -1.0 0.00
H -6.8038 -4.9075 -0.0590 -0.2 0.1 -0.6 0.00
H -1.9275 1.3566 4.3343 -0.4 -0.1 -0.2 0.00
O -2.4208 0.0859 -0.3742 -0.1 0.6 0.0 0.00
C 5.2930 -0.9154 -0.5025 -2.5 0.8 -0.1 0.02
H -0.5442 1.3685 7.3890 0.4 -0.2 -0.1 0.00
O 4.0729 -2.4525 4.2472 0.5 0.9 1.6 0.00
H -0.8724 0.1195 6.1287 -0.3 -0.2 0.4 0.00
H 3.9412 -3.9526 -5.5844 -0.1 -0.1 -1.0 0.00
H 1.4042 -3.9509 1.5154 -0.3 -0.3 0.7 0.00
H -2.1960 -2.9296 4.4747 -1.0 -0.2 1.4 0.00
H 1.8953 1.4209 -2.3362 -0.7 -0.4 0.3 0.00
H 0.7144 -5.0922 0.3790 -0.9 -0.1 0.3 0.00
C -4.4447 -3.6750 1.2285 3.0 1.5 0.3 0.00
H 3.3706 -2.3564 2.4885 -1.2 0.0 -0.7 0.00
H 3.4936 3.1621 -2.2564 -0.1 0.5 -0.2 0.00
C -2.0686 -1.8533 4.5904 -0.8 -1.4 -1.6 0.00
C 2.9152 -2.2539 3.4735 0.4 -2.6 -0.9 0.00
H -4.3840 -4.7059 -2.3281 0.2 -0.5 0.0 0.00
O 3.6727 0.8736 0.1141 1.5 0.4 0.8 0.09
H -4.3079 -2.2423 5.7229 -0.5 -0.5 0.3 0.00
H -0.2340 1.7212 -3.7445 -0.3 0.1 -0.5 0.00
H 5.7123 1.1383 -0.5313 -0.3 0.5 -0.3 0.01
C 3.1908 4.2804 0.6889 2.6 -0.6 -2.4 0.14
H -3.6951 -5.1868 -4.6090 0.6 -0.4 -0.4 0.00
O 4.7666 -1.9059 0.3707 2.5 0.4 -0.2 0.04
H -2.1304 6.1347 2.0997 -0.3 0.0 0.1 0.00
O 2.8295 1.2228 -2.4343 -0.6 0.3 0.2 0.00
O 4.3146 3.5481 1.0843 -1.0 1.4 1.6 0.27
O -6.4596 -4.0168 0.0402 0.0 -0.6 -0.1 0.00
O -1.0170 1.5672 4.1150 0.5 -0.3 -1.1 0.00
C 4.8245 1.9441 -3.4920 0.0 1.7 -1.1 0.00
H -3.1791 3.8600 3.4278 0.5 0.1 0.0 0.00
C -0.2378 0.9094 0.2448 0.4 1.7 -0.6 0.00
O -2.4413 1.4795 6.6576 0.8 0.2 -1.2 0.00
H 1.5734 -0.3042 5.2853 -0.2 -0.1 0.3 0.00
H 3.5350 -3.7496 -3.6685 -0.5 0.3 0.7 0.00
H -2.4323 -0.8371 -0.6377 0.2 -0.3 0.1 0.00
H 2.2406 -3.0561 3.7728 -0.3 -0.4 -0.7 0.00
C -3.4825 -1.1942 4.3925 1.2 -1.2 -0.6 0.00
C 1.7555 4.1313 1.2247 -0.8 -2.5 2.2 0.11
H -0.4763 -2.8549 1.6659 -0.5 0.1 0.4 0.00
C 2.1078 -1.0500 3.5763 -0.1 2.1 0.8 0.00
H -3.5379 -0.2642 4.9583 -0.3 0.3 -0.3 0.00
C 3.7533 -2.8172 -4.1891 -0.5 2.0 0.9 0.00
O -0.3084 0.7969 -3.4958 -0.3 -2.1 0.2 0.00
C 1.3126 -3.2456 -0.4230 -1.1 -0.8 0.2 0.00
O -3.5499 -4.6112 0.6690 -0.7 -0.9 -0.1 0.00
H 2.5330 3.2720 2.8877 0.2 -0.5 -0.5 0.01
O -1.2148 -1.7715 3.4616 0.8 1.5 -0.6 0.00
H 3.8091 -1.8651 0.3143 -0.8 -0.1 -0.4 0.00
H 4.4235 2.7268 0.5994 -0.5 -0.9 -0.5 0.00
H -2.9065 0.8384 7.1999 0.4 -0.2 0.1 0.00
H 3.3804 0.9804 -0.7940 -0.7 -0.1 -1.1 0.00
H 0.4673 -2.8773 -1.0044 0.0 -0.2 -0.4 0.00
H 4.7986 -2.5659 -4.0091 0.2 0.2 0.8 0.00
O 1.6256 -1.4893 -4.3621 -0.5 -0.9 -0.6 0.00
H -1.6772 1.5625 -5.6328 0.7 0.1 -0.4 0.00
H -3.5437 2.8525 2.0669 0.6 -0.3 -0.3 0.00
H 0.3471 1.1507 1.1324 0.5 -0.7 0.1 0.00
H -4.2526 4.7605 1.0408 -0.4 0.2 -0.3 0.00
O 0.5802 3.3216 -2.7208 0.2 -1.1 0.4 0.00
H 3.4444 -0.6193 -4.0392 0.4 -0.2 -0.6 0.00
H -2.3921 4.0641 -5.2395 0.2 0.4 0.1 0.00
H -2.0097 0.7854 1.5567 0.1 0.6 -0.3 0.00
H -2.3608 0.0847 -6.1788 -0.5 -0.3 0.5 0.00
H 1.2531 3.2379 0.8539 0.7 -0.6 -0.5 0.02
```
Forces are in eV/Å.

As for the total charge: +1. The calculation puts the molar mass at 868.95 Da. The expectation value of S² is 0.755. The energy above the lowest of the compared OMol25 structures with the same formula, charge and spin is 327.3 kJ/mol. As for the strongest force on any atom: 0.0703 hartree/bohr. The spin multiplicity is 2. As for the frontier orbital gap (alpha / beta): 8.65 / 2.31 eV. As for the lowest unoccupied orbital energy (alpha / beta): -2.28 / -8.63 eV.

Record 2
Formula: C2H4N4O2
Source: the Open Molecules 2025 dataset
Level of theory: ωB97M-V with the def2-TZVPD basis set

```
12
Properties=species:S:1:pos:R:3:forces:R:3:nbo_charge:R:1
O 2.6490 -0.1855 -0.4913 -2.4 1.9 2.5 -0.56
C 0.3888 -0.6178 -0.0682 3.1 3.4 -0.3 0.46
H -2.9482 -0.8416 -0.2032 2.3 0.1 0.9 0.24
O 0.3629 1.6713 0.5885 -0.2 3.6 -1.0 -0.61
N -1.5444 0.7012 -0.6007 1.3 -3.5 2.7 -0.29
H -0.7241 -2.2393 0.8142 0.2 2.8 -2.2 0.45
H 2.4607 0.7509 -0.0799 0.6 -2.3 -1.2 0.47
C -1.8402 -0.5204 -0.0572 0.2 2.9 -3.4 0.20
N -0.7056 -1.3549 0.1387 -3.5 -2.3 2.6 -0.62
N 1.5906 -1.0098 0.1446 0.3 0.2 -1.4 -0.19
H 0.3200 2.8611 0.3669 -0.1 -5.8 0.0 0.50
N -0.0094 0.7848 -0.5522 -1.9 -1.0 0.8 -0.04
```
Forces are in eV/Å.

The calculation puts the molar mass at 116.08 Da. The SMILES is O/N=c1/[nH]cnn1O. The energy above the lowest of the compared OMol25 structures with the same formula, charge and spin is 596.7 kJ/mol. As for the strongest force on any atom: 0.1124 hartree/bohr. The spin multiplicity is 1. As for the frontier orbital gap: 9.07 eV. As for the lowest unoccupied orbital energy: -0.08 eV.

Record 3
Formula: C6H10O
Source: the Open Molecules 2025 dataset
Level of theory: ωB97M-V with the def2-TZVPD basis set

```
17
Properties=species:S:1:pos:R:3:forces:R:3:nbo_charge:R:1
H 0.9614 -1.1438 1.3961 0.0 0.1 -0.1 0.21
H 1.2169 -0.7969 -1.5394 -0.1 0.1 0.1 0.21
O -0.8902 1.1606 -0.7254 -0.1 0.1 0.0 -0.53
C 0.6844 -0.3187 -0.7146 0.0 0.0 -0.2 -0.27
C 0.9545 1.0942 0.9314 0.0 0.1 0.1 -0.44
H -1.7874 -2.0602 -0.0713 0.0 0.1 0.0 0.21
H 0.0935 1.2437 1.5876 0.1 0.0 -0.1 0.22
H -1.1352 -0.5437 -1.9017 0.0 0.1 0.1 0.17
C -1.8030 -0.9753 0.0812 0.0 0.0 0.0 -0.64
C -0.8565 -0.2779 -0.8725 -0.1 -0.3 0.0 0.11
C 1.3199 -0.3923 0.6862 0.0 -0.2 0.1 -0.40
H -1.5729 -0.7575 1.1292 0.0 0.0 -0.1 0.21
H 2.4034 -0.5121 0.5844 -0.2 0.0 0.0 0.21
C 0.5272 1.2081 -0.5498 0.3 0.2 -0.1 0.11
H -2.8206 -0.6207 -0.1189 0.1 -0.1 0.1 0.22
H 1.0120 1.9582 -1.1811 -0.1 -0.1 0.1 0.18
H 1.7722 1.7406 1.2632 -0.1 -0.1 -0.1 0.21
```
Forces are in eV/Å.

The calculation puts the molar mass at 98.14 Da. The SMILES is C[C@H]1O[C@H]2CC[C@H]21. The energy above the lowest of the compared OMol25 structures with the same formula, charge and spin is 132.8 kJ/mol. As for the strongest force on any atom: 0.0073 hartree/bohr. The spin multiplicity is 1. As for the frontier orbital gap: 10.45 eV. As for the lowest unoccupied orbital energy: 1.10 eV.

Q: What is the formula in the third record?
A: C6H10O

Q: Which of these has the lowest strongest force on any atom?
A: C6H10O

Q: What is the strongest force on any atom in the third record?
A: 0.0073 hartree/bohr